# 1
This record from the OMol25 dataset describes a structure of composition C33H88MnN8O11. The level of theory is ωB97M-V/def2-TZVPD.

Each line ends with the Mulliken spin population.
Geometry (Å):
Mn 0.523 1.662 0.193  4.656
C -0.312 -0.541 0.037  0.578
O 0.894 -0.406 -0.297  -0.089
O -1.007 0.250 -0.517  -0.117
O -0.282 -0.128 1.210  0.350
C -0.916 -1.013 -4.477  0.023
C -0.154 0.285 -4.569  -0.017
C -1.071 1.441 -4.927  -0.002
O -1.578 1.474 -6.251  0.000
C -2.228 2.655 -6.524  0.000
N 0.309 0.495 -3.222  0.044
H -1.636 -0.960 -3.660  0.008
H -0.322 -1.902 -4.265  -0.005
H -1.496 -1.284 -5.359  0.002
H 0.698 0.229 -5.247  -0.001
H -0.414 2.305 -4.830  0.000
H -1.876 1.515 -4.195  0.001
H -2.853 2.504 -7.404  0.000
H -1.618 3.551 -6.637  0.000
H -2.926 2.892 -5.722  0.000
H 0.858 -0.273 -2.863  0.006
H -0.532 0.436 -2.665  -0.002
C -1.402 1.101 6.004  0.000
C -1.503 0.587 4.549  -0.004
C -2.436 1.436 3.788  0.013
O -3.776 1.411 4.324  0.000
C -4.467 0.157 4.100  -0.003
N -0.149 0.576 4.001  -0.005
H -1.101 2.149 5.998  0.000
H -0.725 0.438 6.542  0.000
H -2.354 0.978 6.519  0.000
H -1.950 -0.407 4.519  0.002
H -2.291 1.149 2.747  0.004
H -2.137 2.475 3.928  0.004
H -4.164 -0.271 3.145  0.002
H -5.554 0.234 4.074  0.000
H -4.181 -0.592 4.839  0.000
H 0.352 -0.081 4.580  0.002
H -0.234 0.227 3.057  0.011
C -4.466 0.111 -2.135  0.004
C -4.454 -0.848 -0.884  -0.027
C -3.589 -2.040 -1.169  0.018
O -3.534 -2.847 -0.004  -0.054
C -2.635 -3.962 -0.039  0.018
N -3.903 -0.080 0.234  0.012
H -4.996 -0.438 -2.913  0.000
H -3.438 0.338 -2.418  -0.005
H -5.020 1.029 -1.941  0.000
H -5.414 -1.254 -0.566  0.001
H -2.574 -1.718 -1.401  0.103
H -3.940 -2.537 -2.074  -0.002
H -1.609 -3.595 -0.048  0.120
H -2.971 -4.523 -0.911  -0.006
H -2.673 -4.662 0.795  0.001
H -3.842 -0.660 1.059  0.000
H -2.928 0.096 0.042  0.039
C 2.809 -3.222 -1.545  -0.042
C 2.646 -3.456 -0.062  0.029
C 3.601 -4.486 0.479  0.006
O 2.982 -5.786 0.333  -0.001
C 3.973 -6.832 0.315  0.000
N 2.811 -2.222 0.735  0.000
H 2.645 -4.167 -2.061  -0.007
H 3.833 -2.888 -1.716  0.002
H 2.053 -2.533 -1.922  0.055
H 1.622 -3.810 0.057  0.055
H 3.804 -4.373 1.544  0.000
H 4.609 -4.325 0.096  -0.001
H 4.742 -6.673 1.071  0.000
H 4.583 -6.887 -0.586  0.000
H 3.495 -7.801 0.464  0.000
H 2.285 -2.209 1.597  0.010
H 2.256 -1.545 0.231  0.027
C 1.013 4.163 3.663  0.012
C 1.258 3.467 2.304  -0.086
C 2.410 2.491 2.306  0.026
O 2.493 2.040 0.964  0.053
C 3.747 1.321 0.717  0.013
N -0.004 2.764 1.976  -0.013
H 1.116 3.431 4.464  0.000
H 0.039 4.624 3.829  0.004
H 1.881 4.792 3.863  -0.006
H 1.501 4.282 1.622  0.007
H 2.202 1.726 3.055  0.000
H 3.331 2.950 2.665  -0.003
H 3.886 0.565 1.489  0.005
H 4.589 2.008 0.634  0.000
H 3.649 0.782 -0.225  -0.015
H -0.834 3.340 1.950  0.018
H -0.201 2.245 2.820  0.039
C -0.804 -3.382 3.564  -0.022
C -2.252 -3.227 3.456  -0.018
C -2.958 -3.239 4.824  0.005
O -2.996 -4.509 5.439  0.000
C -2.054 -4.711 6.489  0.001
N -2.579 -2.060 2.586  -0.010
H -0.556 -4.118 4.329  0.014
H -0.328 -2.461 3.900  -0.009
H -0.351 -3.752 2.644  0.035
H -2.537 -4.134 2.924  0.000
H -4.009 -3.060 4.598  0.001
H -2.708 -2.476 5.562  -0.001
H -1.019 -4.490 6.228  -0.001
H -2.046 -5.738 6.854  0.000
H -2.302 -4.055 7.324  0.000
H -2.808 -2.326 1.639  -0.028
H -1.806 -1.455 2.350  0.045
C 3.347 -0.161 -3.509  0.002
C 3.323 0.999 -4.407  0.004
C 4.236 2.184 -3.949  -0.005
O 3.937 2.565 -2.577  -0.002
C 4.956 3.366 -1.974  0.001
N 3.762 0.576 -5.730  0.000
H 4.347 -0.462 -3.197  0.000
H 2.768 -0.971 -3.953  0.003
H 2.766 -0.032 -2.596  0.009
H 2.297 1.354 -4.498  -0.003
H 3.937 3.067 -4.514  0.000
H 5.299 1.976 -4.067  0.000
H 5.114 4.325 -2.466  0.000
H 5.873 2.781 -1.903  0.000
H 4.695 3.597 -0.941  0.003
H 4.760 0.459 -5.824  0.000
H 3.427 -0.363 -5.895  0.000
C 1.311 4.372 -3.045  0.016
C 0.776 3.780 -1.796  -0.014
C -0.755 3.759 -1.791  0.037
O -1.208 3.110 -0.614  0.029
C -2.597 3.253 -0.445  0.007
N 1.385 2.510 -1.547  0.115
H 2.395 4.284 -3.120  0.002
H 1.048 5.430 -3.051  -0.005
H 0.786 3.987 -3.919  -0.002
H 1.004 4.488 -1.000  -0.028
H -1.047 3.170 -2.661  -0.010
H -1.182 4.753 -1.927  0.004
H -2.830 2.683 0.454  -0.005
H -3.156 2.767 -1.245  0.001
H -2.856 4.276 -0.175  0.001
H 2.348 2.488 -1.851  0.090
H 1.021 1.882 -2.249  -0.134

The strongest force on any atom is 15.8 eV/A. As for the net charge: -1. As for the HOMO-LUMO gap (spin up / spin down): 2.31 / 4.08 eV. As for the spin multiplicity: 7. The calculated total energy comes out at -3726.50244 Eh. As for the energy above the lowest of the compared OMol25 structures with the same formula, charge and spin: 0.0000 eV.

=====

# 2
This record from the OMol25 dataset describes a cluster of 2 separate species, CH6NO2P in total. The level of theory is ωB97M-V/def2-TZVPD.

Each line ends with the Mulliken spin population.
Geometry (Å):
C 1.170 0.544 -0.249  0.002
N 1.451 -0.337 0.902  0.000
O -2.298 -1.512 -0.617  0.156
O -2.474 0.971 -0.107  0.569
P -3.199 -0.288 0.008  1.267
H 0.102 0.524 -0.585  0.000
H 1.497 1.578 -0.147  0.001
H 1.785 0.018 -1.031  0.000
H 2.438 -0.232 1.064  0.000
H -1.446 -1.317 -0.976  0.005
H 0.974 0.052 1.738  0.000

The strongest force on any atom is 4.2 eV/A. As for the HOMO-LUMO gap (spin up / spin down): 7.96 / 6.00 eV. As for the spin multiplicity: 3. The calculated total energy comes out at -588.17376 Eh. As for the energy above the lowest of the compared OMol25 structures with the same formula, charge and spin: 0.0000 eV.

=====

# 3
This record from the OMol25 dataset describes a cluster of 3 separate species, C3H11N3O2 in total. The level of theory is ωB97M-V/def2-TZVPD.

Each line ends with the natural charge from an NBO analysis.
Geometry (Å):
C -0.864 -0.150 1.980  -0.431
N -1.809 -0.628 0.985  -0.358
O -1.631 -2.063 0.866  -0.630
H -2.527 -2.417 0.914  0.481
H 0.322 0.314 -1.768  0.203
H -1.102 -0.591 2.947  0.202
H -0.969 0.935 2.044  0.203
H 0.176 -0.411 1.753  0.176
C 1.431 2.013 -0.893  -0.700
N -0.827 -0.370 -1.244  -0.199
C 1.320 0.546 -1.159  0.229
O -0.592 -1.643 -1.576  -0.469
N 2.109 -0.404 -0.967  -0.625
H -0.440 -2.130 -0.733  0.492
H -1.935 -0.110 -0.019  0.392
H 3.024 -0.118 -0.611  0.343
H 2.326 2.266 -0.324  0.218
H 1.442 2.579 -1.828  0.238
H 0.548 2.383 -0.367  0.236

The strongest force on any atom is 4.1 eV/A. As for the HOMO-LUMO gap (spin up / spin down): 7.73 / 7.75 eV. As for the spin multiplicity: 1. The calculated total energy comes out at -435.35411 Eh. As for the energy above the lowest of the compared OMol25 structures with the same formula, charge and spin: 9.1484 eV.

=====

# 4
This record from the OMol25 dataset describes a structure of composition C26H28BCl3GaN6O2S5. The level of theory is ωB97M-V/def2-TZVPD.

Each line ends with the Mulliken charge.
Geometry (Å):
Ga 1.235 1.615 0.770  0.455
C 0.693 4.068 3.486  -0.742
N 1.915 4.415 2.817  0.213
C 3.056 4.838 3.428  -0.495
C 3.987 5.031 2.453  -0.427
N 3.420 4.727 1.259  0.010
B 4.066 4.887 -0.132  0.390
N 4.151 3.505 -0.866  0.455
C 4.515 3.515 -2.177  -0.685
C 4.631 2.233 -2.608  -0.336
N 4.335 1.430 -1.548  0.147
C 4.347 -0.008 -1.571  -0.680
C 4.033 2.231 -0.497  -0.026
S 3.640 1.573 1.069  -0.410
C 2.163 4.355 1.492  -0.203
S 1.015 3.913 0.258  -0.252
H 0.703 4.495 4.487  0.331
H 0.596 2.975 3.566  0.304
H -0.166 4.456 2.935  0.221
H 3.110 4.966 4.490  0.461
H 5.002 5.359 2.530  0.504
H 5.173 5.283 0.005  -0.157
H 3.370 5.583 -0.793  -0.065
H 4.662 4.437 -2.697  0.493
H 4.891 1.840 -3.568  0.432
H 4.858 -0.341 -2.472  0.350
H 3.325 -0.396 -1.574  0.206
H 4.864 -0.395 -0.694  0.314
C -4.429 1.733 0.988  -0.880
O -3.177 1.091 1.192  -0.185
C -2.114 1.821 1.453  0.358
S -2.089 3.441 1.587  -0.288
S -0.751 0.722 1.705  -0.214
H -5.191 1.001 1.235  0.216
H -4.517 2.035 -0.058  0.322
H -4.522 2.614 1.625  0.492
Cl -5.052 -5.596 2.383  -0.201
C -3.871 -5.003 1.292  0.442
C -2.794 -4.264 1.763  -1.360
C -1.849 -3.795 0.872  0.652
C -1.944 -4.041 -0.494  -0.386
C -0.902 -3.573 -1.481  -0.283
C 0.556 -3.761 -0.956  -1.406
N 1.030 -2.610 -0.239  0.448
C 1.368 -2.539 1.081  -0.941
C 1.654 -1.235 1.337  -0.445
N 1.494 -0.513 0.188  0.457
C 1.129 -1.375 -0.743  -0.990
O -1.035 -2.235 -1.943  -0.437
C -2.024 -1.396 -1.374  -0.013
C -3.370 -1.646 -1.982  -0.220
C -4.531 -1.827 -1.292  0.915
Cl -4.718 -1.811 0.410  -0.191
S -5.880 -2.132 -2.335  -0.194
C -4.861 -2.015 -3.715  -0.384
C -3.573 -1.762 -3.383  -1.009
C -3.048 -4.767 -0.943  0.810
Cl -3.278 -5.091 -2.623  -0.163
C -4.009 -5.244 -0.067  -0.835
H -2.703 -4.050 2.815  0.449
H -1.033 -3.205 1.261  0.250
H -0.987 -4.211 -2.371  0.798
H 1.212 -3.926 -1.814  0.343
H 0.587 -4.635 -0.305  0.429
H 1.393 -3.399 1.717  0.493
H 1.970 -0.763 2.250  0.610
H 0.935 -1.139 -1.771  0.700
H -1.687 -0.377 -1.611  0.560
H -2.085 -1.493 -0.285  0.098
H -5.280 -2.142 -4.692  0.493
H -2.765 -1.675 -4.087  0.409
H -4.853 -5.800 -0.443  0.470

The strongest force on any atom is 1.0 eV/A. As for the net charge: +1. As for the HOMO-LUMO gap: 7.53 eV. As for the spin multiplicity: 1. The calculated total energy comes out at -6807.65141 Eh. As for the energy above the lowest of the compared OMol25 structures with the same formula, charge and spin: 1.8009 eV.

=====

# 5
This record from the OMol25 dataset describes the molecule C2H2N2O. The level of theory is ωB97M-V/def2-TZVPD.

Each line ends with the natural charge from an NBO analysis.
Geometry (Å):
C -0.185 0.044 0.123  -0.144
N -1.322 0.114 0.804  0.024
O -2.060 -0.844 1.243  -0.465
C -1.665 1.398 1.185  0.376
N -2.021 2.530 1.412  -0.251
H 0.029 -0.990 -0.041  0.222
H 0.421 0.941 -0.181  0.238

The strongest force on any atom is 7.1 eV/A. As for the HOMO-LUMO gap (spin up / spin down): 9.16 / 9.16 eV. As for the spin multiplicity: 1. The calculated total energy comes out at -262.01336 Eh. The SMILES is C=[N+]([O-])C#N. As for the energy above the lowest of the compared OMol25 structures with the same formula, charge and spin: 4.0970 eV.

=====

# 6
This record from the OMol25 dataset describes the molecule C26H35N5O3. The level of theory is ωB97M-V/def2-TZVPD.

Each line ends with the natural charge from an NBO analysis.
Geometry (Å):
C -1.827 -0.275 2.784  -0.616
C -0.714 -0.461 1.758  -0.243
N -0.526 0.741 0.960  -0.404
C 0.610 1.512 1.217  0.650
O 1.496 1.043 1.927  -0.674
C 0.672 2.848 0.656  -0.150
C 1.964 3.568 0.938  -0.420
C 2.869 3.564 -0.306  -0.482
C 3.018 2.144 -0.825  0.685
O 2.314 1.690 -1.705  -0.640
N 4.017 1.443 -0.245  -0.608
C 4.227 0.041 -0.521  -0.261
C 3.751 -0.857 0.643  -0.241
N 3.248 -2.159 0.271  -0.441
C 4.210 -3.028 -0.379  -0.252
C 3.611 -4.435 -0.440  -0.070
O 2.387 -4.446 -1.138  -0.525
C 1.464 -3.563 -0.541  -0.069
C 2.013 -2.137 -0.489  -0.257
C -0.347 3.387 -0.073  0.106
C -0.333 4.782 -0.612  -0.650
C -1.462 2.551 -0.349  -0.179
C -2.676 2.672 -1.085  0.180
C -3.228 3.832 -1.831  -0.640
N -3.338 1.542 -1.048  -0.273
N -2.615 0.653 -0.326  -0.236
C -3.036 -0.690 -0.334  0.229
C -2.184 -1.692 -0.783  -0.260
C -2.637 -3.000 -0.803  -0.199
C -3.926 -3.300 -0.403  -0.206
C -4.797 -2.297 0.010  0.006
C -6.194 -2.633 0.432  -0.630
C -4.339 -0.989 0.040  -0.239
C -1.477 1.233 0.129  0.393
H -2.788 -0.122 2.299  0.208
H -1.894 -1.163 3.407  0.220
H -1.613 0.582 3.419  0.214
H -0.928 -1.319 1.118  0.213
H 0.239 -0.624 2.270  0.258
H 1.785 4.597 1.256  0.212
H 2.464 3.040 1.752  0.244
H 3.845 3.986 -0.058  0.212
H 2.412 4.159 -1.097  0.224
H 4.458 1.817 0.580  0.390
H 3.641 -0.171 -1.419  0.233
H 5.286 -0.127 -0.740  0.190
H 4.573 -1.014 1.349  0.186
H 2.947 -0.336 1.172  0.247
H 4.448 -2.695 -1.404  0.168
H 5.129 -3.047 0.210  0.202
H 3.456 -4.801 0.586  0.164
H 4.272 -5.119 -0.975  0.190
H 1.235 -3.899 0.482  0.165
H 0.562 -3.613 -1.153  0.183
H 2.157 -1.779 -1.522  0.175
H 1.306 -1.478 0.014  0.208
H -0.131 4.755 -1.682  0.235
H -1.304 5.250 -0.464  0.225
H 0.426 5.393 -0.134  0.221
H -4.135 3.517 -2.340  0.238
H -3.471 4.650 -1.153  0.218
H -2.511 4.192 -2.565  0.223
H -1.194 -1.444 -1.138  0.227
H -1.982 -3.788 -1.146  0.219
H -4.269 -4.324 -0.426  0.211
H -6.805 -1.737 0.502  0.218
H -6.184 -3.120 1.407  0.222
H -6.653 -3.318 -0.278  0.221
H -4.991 -0.183 0.344  0.229

The strongest force on any atom is 1.0 eV/A. As for the HOMO-LUMO gap: 8.62 eV. As for the spin multiplicity: 1. The calculated total energy comes out at -1511.28064 Eh. The SMILES is CCn1c(=O)c(CCC(=O)NCCN2CCOCC2)c(C)c2c(C)nn(-c3cccc(C)c3)c21. As for the energy above the lowest of the compared OMol25 structures with the same formula, charge and spin: 0.6183 eV.